C17H30F5NOP2Tc as an isolated structure in a non-equilibrium geometry. Source: OMol25; level of theory: ωB97M-V/def2-TZVPD.

Calculated values
- expectation value of S² = 3.801
- HOMO-LUMO gap (alpha / beta) (eV) = 5.58 / 6.32
- 2S+1 = 4
- E_LUMO (alpha / beta) (eV) = 0.52 / 0.45

Last column: Mulliken spin population.
Geometry (Å):
Tc 0.07 0.14 0.04  1.90
P 2.19 -0.42 -0.88  -0.01
P -2.21 0.44 1.29  -0.04
N -0.80 0.01 -1.57  0.39
H 0.32 -1.72 0.35  -0.01
C 2.91 -2.10 -1.05  0.00
H 3.89 -2.05 -1.55  0.00
H 2.24 -2.72 -1.65  0.00
H 3.03 -2.57 -0.06  0.00
C 3.62 0.49 -0.17  0.01
H 4.54 0.22 -0.70  0.00
H 3.73 0.26 0.90  0.00
H 3.43 1.56 -0.27  0.01
C 2.32 0.15 -2.62  0.00
H 3.34 0.01 -3.00  0.00
H 2.05 1.22 -2.67  0.00
H 1.62 -0.41 -3.24  0.00
C -3.37 -0.87 1.81  0.00
H -4.32 -0.42 2.12  0.00
H -2.99 -1.49 2.63  0.00
H -3.58 -1.51 0.94  0.00
C -2.13 1.73 2.56  0.02
H -3.16 1.92 2.89  0.00
H -1.77 2.66 2.08  0.01
H -1.51 1.54 3.44  0.00
C -3.26 1.28 0.10  -0.02
H -4.19 1.51 0.62  0.00
H -3.47 0.64 -0.76  0.01
H -2.80 2.20 -0.25  0.00
C -1.28 0.19 -2.83  -0.09
C -2.18 -0.74 -4.88  -0.08
C -1.67 -0.93 -3.61  0.15
C -1.37 1.49 -3.38  0.14
C -1.89 1.66 -4.66  -0.07
C -2.30 0.56 -5.42  0.15
H -2.49 -1.59 -5.48  0.00
H -1.56 -1.92 -3.18  0.01
H -1.04 2.34 -2.79  0.02
H -1.97 2.66 -5.07  0.00
H -2.71 0.70 -6.43  0.01
C 1.99 -0.10 2.80  0.03
O 1.64 0.69 1.89  -0.08
C 2.27 -1.55 2.59  0.02
H 2.33 -2.05 3.56  0.00
H 3.24 -1.68 2.09  0.00
H 1.50 -2.09 2.02  -0.01
C 2.06 0.39 4.21  0.00
H 1.49 -0.27 4.88  0.00
H 1.65 1.40 4.25  0.00
H 3.11 0.40 4.52  0.00
F -1.05 -2.43 1.68  0.01
C -0.57 -1.37 1.04  0.53
F -0.70 -0.53 3.84  0.00
C -1.10 -0.91 5.04  0.00
F -2.40 -1.31 4.94  0.00
F -0.34 -1.89 5.47  0.00
F -1.05 0.19 5.87  0.00